[1]
# C4H11NOS

An isolated molecule of C4H11NOS at a distorted geometry (ωB97M-V with the def2-TZVPD basis set, OMol25).

The geometry in ORCA input format:
```
! RIJCOSX wB97M-V def2-TZVPD def2/J DEFGRID3
* xyz 0 1
C 1.134 -1.745 0.923
C 0.570 -0.469 0.260
C 1.491 0.079 -0.896
S 1.160 1.852 -1.093
N -0.864 -0.547 -0.072
C -1.753 -0.400 1.115
O -3.075 -0.596 0.737
H 0.722 -2.559 0.355
H 2.235 -1.754 0.884
H 0.698 -1.633 1.966
H 0.656 0.265 1.093
H 1.249 -0.364 -1.844
H 2.550 -0.087 -0.655
H 2.315 2.489 -0.740
H -1.012 -1.393 -0.622
H -1.534 0.573 1.554
H -1.462 -1.151 1.875
H -3.397 0.193 0.287
*
```

Output
highest occupied orbital energy	-8.734	eV
energy above the lowest of the compared OMol25 structures with the same formula, charge and spin	37.4	kcal/mol
orbital gap	9.64	eV

---

[2]
# C32H16N8NiTe

A structure of composition C32H16N8NiTe at a distorted geometry (ωB97M-V with the def2-TZVPD basis set, OMol25).

The geometry in ORCA input format:
```
! RIJCOSX wB97M-V def2-TZVPD def2/J DEFGRID3
* xyz -2 3
Ni 0.004 0.235 -0.270
C -3.111 4.908 3.049
C -4.264 4.260 2.587
C -4.179 3.084 1.869
C -2.917 2.566 1.601
C -2.466 1.398 0.894
N -3.291 0.465 0.453
C -2.838 -0.588 -0.207
C -3.691 -1.686 -0.554
C -5.011 -1.993 -0.249
C -5.526 -3.187 -0.712
C -4.742 -4.072 -1.464
C -3.427 -3.783 -1.769
C -2.897 -2.581 -1.313
C -1.594 -1.990 -1.396
N -0.618 -2.543 -2.098
C 0.612 -2.064 -2.051
N 1.090 -1.071 -1.237
C 2.448 -0.993 -1.404
N 3.292 -0.271 -0.692
C 2.865 0.621 0.175
N 1.587 1.165 0.296
C 1.607 2.030 1.392
N 0.612 2.729 1.892
C -0.640 2.472 1.565
N -1.097 1.387 0.863
C -1.752 3.236 2.050
C -1.851 4.410 2.786
C 2.913 2.045 1.959
C 3.434 2.646 3.102
C 4.733 2.355 3.458
C 5.519 1.476 2.696
C 5.018 0.871 1.563
C 3.707 1.156 1.189
C 2.870 -1.950 -2.384
C 4.107 -2.264 -2.932
C 4.156 -3.230 -3.916
C 2.996 -3.878 -4.359
C 1.763 -3.587 -3.810
C 1.697 -2.619 -2.814
N -1.575 -0.815 -0.690
H -3.222 5.823 3.619
H -5.234 4.708 2.779
H -5.063 2.580 1.499
H -5.612 -1.311 0.339
H -6.560 -3.445 -0.507
H -5.190 -4.993 -1.822
H -2.820 -4.470 -2.341
H -0.961 4.922 3.123
H 2.810 3.293 3.704
H 5.150 2.780 4.365
H 6.524 1.242 3.030
H 5.600 0.161 0.989
H 4.997 -1.744 -2.606
H 5.106 -3.495 -4.367
H 3.071 -4.602 -5.164
H 0.860 -4.075 -4.155
Te 1.001 2.277 -1.602
*
```

Output
highest occupied orbital energy (spin up / spin down)	0.325 / -0.542	eV
orbital gap (spin up / spin down)	4.14 / 4.61	eV